# C4H9NO

An isolated molecule of C4H9NO (the ωB97M-V functional and the def2-TZVPD basis, OMol25).

```
15
Properties=species:S:1:pos:R:3:forces:R:3
C -1.883959 -0.109597 -0.101173 -0.064 -0.002 0.021
C -0.593811 0.704456 -0.091241 -0.059 -0.023 -0.286
O -0.350383 1.247600 1.190220 -0.005 -0.211 0.211
C 0.574294 -0.146740 -0.564397 -0.118 0.089 -0.137
C 1.943855 0.051115 -0.051293 0.205 0.190 -0.043
N 1.113023 -1.048659 0.450851 0.010 -0.273 0.017
H -2.695119 0.475174 0.344415 0.121 -0.096 -0.096
H -2.176526 -0.394047 -1.118275 0.079 0.030 0.131
H -1.745705 -1.025781 0.487190 -0.041 0.138 -0.078
H -0.691088 1.566218 -0.761744 0.010 -0.083 0.077
H -0.274318 0.491707 1.792993 0.109 0.152 -0.076
H 0.474344 -0.530260 -1.581458 0.012 0.058 0.184
H 2.128983 0.838460 0.673507 -0.048 -0.102 -0.128
H 2.777323 -0.186872 -0.710076 -0.158 0.020 0.117
H 1.399083 -1.932777 0.040483 -0.054 0.113 0.085
```
Forces are in eV/Å.

The SMILES is C[C@@H](O)[C@H]1CN1. The calculation puts the LUMO energy at 1.055 eV. Its net charge is 0. The value obtained for the electronic energy is -7830.4662 eV.


# C4H9NO

An isolated molecule of C4H9NO (the ωB97M-V functional and the def2-TZVPD basis, OMol25).

```
15
Properties=species:S:1:pos:R:3:forces:R:3
C 0.118426 0.729255 -1.722087 -0.110 -0.068 0.013
C 0.375445 0.964407 -0.232585 -0.148 0.074 0.090
N 0.049351 -0.210334 0.607027 0.313 -0.171 -0.083
C -1.243447 -0.515655 1.226801 0.029 0.057 -0.060
C 1.061202 -1.115779 0.694422 0.094 0.026 -0.047
O 2.146855 -0.974609 0.163787 -0.125 -0.229 0.155
H 0.762879 -0.072142 -2.098686 -0.139 0.094 0.143
H -0.925244 0.454686 -1.894814 0.052 0.009 -0.064
H 0.335527 1.628394 -2.312577 -0.052 -0.118 0.228
H 1.447648 1.167183 -0.109732 -0.359 -0.136 0.185
H -0.162757 1.839393 0.139603 -0.163 -0.157 -0.006
H -1.538568 0.201997 2.003074 0.227 0.073 -0.251
H -1.175188 -1.493519 1.724513 0.133 0.275 -0.197
H -2.069437 -0.596471 0.508505 0.280 0.149 -0.060
H 0.817308 -2.006805 1.302750 -0.032 0.123 -0.047
```
Forces are in eV/Å.

The SMILES is CCN(C)C=O. The calculation puts the LUMO energy at 0.895 eV. Its net charge is 0. The value obtained for the electronic energy is -7831.5436 eV.


# C4H9NO

A structure of composition C4H9NO (the ωB97M-V functional and the def2-TZVPD basis, OMol25).

```
15
Properties=species:S:1:pos:R:3:forces:R:3
O -0.063826 0.830124 -3.519048 -0.475 -0.603 -0.110
C -0.318938 1.116058 -2.349186 0.817 1.410 -0.126
C -1.423339 0.716729 -1.561708 1.179 -0.468 -0.427
C 1.052205 -1.940053 0.579313 -0.093 1.773 1.862
C 0.244153 -0.904008 1.106358 -2.115 1.231 2.106
N 0.316797 0.705245 2.238970 2.935 -1.524 -2.071
H 0.360068 1.886247 -1.916386 -0.069 -0.327 0.506
H -2.135734 0.136178 -2.138653 -0.354 -0.208 0.791
H -1.318270 0.898121 -0.501200 -0.955 0.264 -0.047
H 2.075646 -1.939799 0.880134 0.767 -0.445 -0.575
H 0.536541 -2.668483 -0.033692 0.187 -0.099 0.103
H -0.626740 -1.068038 1.733855 -0.676 -0.747 -1.267
H 0.094571 0.011862 0.484895 -0.670 0.116 -1.238
H 1.299076 0.858001 2.093161 0.126 0.753 0.442
H -0.092209 1.361817 2.903187 -0.605 -1.128 0.049
```
Forces are in eV/Å.

The calculation puts the LUMO energy at -3.346 eV. Its net charge is 0. The value obtained for the electronic energy is -7820.9302 eV.


# C4H9NO

An isolated molecule of C4H9NO (the ωB97M-V functional and the def2-TZVPD basis, OMol25).

```
15
Properties=species:S:1:pos:R:3:forces:R:3
C 2.094457 0.491589 -0.345567 0.008 -0.009 0.040
C 0.729743 0.841924 -0.939741 0.061 0.125 -0.090
N -0.341371 -0.082851 -0.598156 0.030 -0.101 0.114
C -0.941174 -0.071513 0.624581 -0.030 0.019 0.032
C -2.049214 -1.094664 0.827939 0.001 -0.034 0.075
O -0.624406 0.722798 1.496006 -0.101 -0.192 -0.248
H 2.853571 1.176031 -0.742594 -0.129 -0.101 0.078
H 2.397302 -0.530207 -0.599031 -0.089 0.131 0.006
H 2.080309 0.592715 0.743237 -0.045 -0.049 -0.159
H 0.434445 1.839204 -0.598768 0.017 -0.133 -0.049
H 0.791879 0.869515 -2.032415 -0.019 0.009 0.139
H -0.609020 -0.790285 -1.262814 0.043 0.096 0.105
H -2.013579 -1.937127 0.128934 0.073 0.186 0.070
H -3.026240 -0.609527 0.728134 0.204 0.013 0.008
H -1.971514 -1.473589 1.848654 -0.023 0.041 -0.121
```
Forces are in eV/Å.

The SMILES is CCNC(C)=O. The calculation puts the LUMO energy at 0.919 eV. Its net charge is 0. The value obtained for the electronic energy is -7832.1265 eV.


# C4H9NO

An isolated molecule of C4H9NO (the ωB97M-V functional and the def2-TZVPD basis, OMol25).

```
15
Properties=species:S:1:pos:R:3:forces:R:3
C -2.190984 -0.106946 0.551136 -0.052 -0.002 0.053
C -0.993348 0.028705 -0.384008 -0.010 -0.006 -0.090
C 0.336852 -0.134378 0.352069 -0.041 -0.041 0.055
C 1.504319 -0.257290 -0.615737 -0.045 -0.073 -0.065
N 2.590898 0.514589 -0.331901 0.085 0.002 -0.041
O 1.475089 -1.007458 -1.575711 0.028 0.238 0.272
H -3.135403 0.000061 0.007264 0.148 -0.010 0.077
H -2.172135 0.655160 1.339706 0.002 -0.104 -0.110
H -2.195341 -1.088824 1.039259 -0.002 0.135 -0.073
H -1.035342 -0.724886 -1.176878 -0.012 0.087 0.118
H -1.017050 1.007072 -0.881595 0.023 -0.135 0.063
H 0.485699 0.683766 1.068818 0.023 -0.102 -0.134
H 0.316644 -1.065911 0.933983 0.010 0.109 -0.091
H 3.403047 0.434774 -0.924489 -0.119 0.010 0.074
H 2.621317 1.130987 0.461825 -0.039 -0.109 -0.108
```
Forces are in eV/Å.

The SMILES is CCCC(N)=O. The calculation puts the LUMO energy at 0.922 eV. Its net charge is 0. The value obtained for the electronic energy is -7832.2732 eV.


# C4H9NO

A cluster of 2 separate species, C4H9NO in total (the ωB97M-V functional and the def2-TZVPD basis, OMol25).

```
15
Properties=species:S:1:pos:R:3:forces:R:3
C -1.014704 -0.968009 2.154258 -0.498 -0.385 0.043
C -1.539130 -1.198293 0.913662 -0.150 -0.147 0.461
C -0.017299 0.009544 -0.354420 0.210 0.215 -0.422
O 0.708324 0.394040 0.649598 -0.295 -0.140 0.007
N 0.410879 0.441036 -1.539180 -0.090 -0.106 0.139
C 1.592179 1.264489 -1.790443 0.131 0.067 0.057
H 0.193627 -0.033376 1.467751 0.420 0.274 -0.518
H -1.446509 -0.211560 2.805854 0.098 -0.023 -0.155
H -0.377224 -1.709602 2.633092 -0.043 0.139 -0.150
H -1.330529 -2.112842 0.364275 0.031 0.230 0.107
H -2.378823 -0.623223 0.531322 0.227 -0.074 0.086
H -0.133272 0.148770 -2.337450 0.123 0.063 0.228
H 1.655021 1.496595 -2.860116 -0.048 -0.077 0.295
H 1.529210 2.198937 -1.222248 0.043 -0.177 -0.117
H 2.500285 0.731461 -1.485522 -0.159 0.143 -0.060
```
Forces are in eV/Å.

The calculation puts the LUMO energy at 0.927 eV. Its net charge is 0. The value obtained for the electronic energy is -7828.6991 eV.


# C4H9NO

A structure of composition C4H9NO (the ωB97M-V functional and the def2-TZVPD basis, OMol25).

```
15
Properties=species:S:1:pos:R:3:forces:R:3
C 1.254903 -0.002183 -1.236227 -0.906 0.003 -0.809
N 0.877785 1.228789 -0.950150 0.645 -0.108 1.057
C -1.289684 0.844866 0.214403 -1.317 -0.462 0.821
C -1.165046 -0.477555 0.932046 0.625 0.011 0.301
C -0.087609 -0.489157 2.023932 -0.137 0.303 -0.968
O 0.650588 -1.008627 -1.558900 0.146 -0.463 0.447
H 2.374936 0.019960 -1.207316 0.097 0.490 -0.190
H -0.336798 1.029409 -0.420782 0.103 0.389 -0.554
H -2.179489 0.862901 -0.405450 0.318 0.000 -0.687
H -1.371803 1.702388 0.877071 0.563 0.217 0.008
H -0.891987 -1.212453 0.181191 -0.308 -0.295 0.025
H -2.126359 -0.735956 1.382292 -0.176 0.045 -0.237
H 0.030451 -1.492994 2.418955 0.055 0.012 0.213
H 0.833386 -0.187810 1.519543 0.222 -0.064 0.411
H -0.316657 0.231690 2.806133 0.070 -0.077 0.163
```
Forces are in eV/Å.

The calculation puts the LUMO energy at -2.215 eV. Its net charge is 0. The value obtained for the electronic energy is -7827.2453 eV.


# C4H9NO

A structure of composition C4H9NO (the ωB97M-V functional and the def2-TZVPD basis, OMol25).

```
15
Properties=species:S:1:pos:R:3:forces:R:3
C -2.392847 -0.532468 -0.064862 0.012 0.021 0.012
C -0.892598 -0.322517 0.042736 0.015 -0.376 -0.119
O -0.674916 1.053321 0.403836 0.070 0.132 0.021
C 0.530248 1.586257 0.593715 -0.263 -0.279 0.118
N 1.718942 1.034712 0.397931 -0.384 0.254 0.129
C 2.208639 -0.207810 -0.224955 0.036 -0.137 -0.101
H -2.882209 -0.314612 0.889053 0.095 -0.014 -0.127
H -2.820304 0.124432 -0.828068 0.081 -0.076 0.104
H -2.617118 -1.569969 -0.337479 0.091 0.164 0.043
H -0.465375 -0.972749 0.815236 -0.043 0.110 -0.096
H -0.399930 -0.538722 -0.911435 -0.052 0.033 0.130
H 1.620569 2.251843 0.363294 0.527 -0.148 -0.197
H 2.035540 -0.221671 -1.306940 -0.010 0.032 0.172
H 1.745093 -1.095785 0.218980 0.029 0.219 -0.070
H 3.286259 -0.274269 -0.051044 -0.204 0.065 -0.018
```
Forces are in eV/Å.

The calculation puts the LUMO energy at 0.851 eV. Its net charge is 0. The value obtained for the electronic energy is -7827.3407 eV.